{
  "formula": "C2H3BrO2",
  "method": "wB97M-V/def2-TZVPD",
  "homo_energy_ev": -10.35,
  "fmax_ev_per_a": 4.186,
  "e_lumo_ev": 0.6616,
  "energy_ha": -2802.43328,
  "total_charge": 0,
  "symbols": ["O", "C", "Br", "C", "O", "H", "H", "H"],
  "coordinates": [[0.17039, 1.67186, -0.23683], [0.40401, 0.26889, -0.23779], [2.27721, -0.12271, 0.12743], [-0.62696, -0.83210, 0.08639], [-0.21636, -0.46709, -1.22072], [-0.17546, 2.02660, 0.57677], [-0.21145, -1.84563, 0.54790], [-1.62138, -0.69982, 0.35685]],
  "forces_ev_per_a": [[0.4, -1.9, -1.2], [-1.9, 0.2, 1.3], [-0.4, 0.1, -0.2], [3.8, -1.3, 1.1], [0.5, 0.2, -0.5], [-0.1, -0.4, 0.7], [-0.6, 2.2, -1.3], [-1.7, 0.9, 0.2]],
  "mulliken_charge": [-0.490, 0.567, -0.168, -0.389, -0.314, 0.333, 0.183, 0.278]
}

=====

{
  "formula": "C2H3BrO3S",
  "method": "wB97M-V/def2-TZVPD",
  "homo_energy_ev": [-8.96, -8.96],
  "fmax_ev_per_a": 1.445,
  "e_lumo_ev": [-2.8519, -2.8550],
  "energy_ha": -3275.80398,
  "total_charge": 0,
  "symbols": ["C", "C", "O", "O", "O", "S", "Br", "H", "H", "H"],
  "coordinates": [[0.34106, -0.05796, 0.84333], [-0.47412, -1.14489, 0.28764], [1.17642, 1.63709, -1.45426], [-0.20737, 1.19277, 0.69019], [-1.07404, 0.68818, -1.61956], [-0.20775, 1.72231, -1.03369], [0.25449, -2.62952, -0.46298], [0.36387, -0.20230, 1.94231], [1.37866, -0.11639, 0.49320], [-1.55122, -1.08927, 0.31382]],
  "forces_ev_per_a": [[0.4, 0.0, 0.0], [0.3, 0.7, -0.9], [0.2, -0.5, 0.2], [-0.3, 0.1, -0.1], [0.0, -1.3, 0.6], [-0.2, 1.3, 0.0], [-0.2, 0.2, 0.2], [-0.1, -0.3, -0.1], [0.0, -0.2, 0.0], [-0.2, -0.1, 0.1]],
  "mulliken_charge": [-0.420, 0.007, -0.518, -0.382, -0.517, 0.637, 0.102, 0.324, 0.399, 0.369]
}

=====

{
  "formula": "C2H3BrOS",
  "method": "wB97M-V/def2-TZVPD",
  "homo_energy_ev": [-9.03, -9.03],
  "fmax_ev_per_a": 3.314,
  "e_lumo_ev": [-0.1760, -0.1765],
  "energy_ha": -3125.38382,
  "total_charge": 0,
  "symbols": ["C", "O", "C", "S", "Br", "H", "H", "H"],
  "coordinates": [[1.08279, 0.09871, -0.03565], [-0.04255, -0.75724, -0.02514], [-1.28358, -0.36281, 0.05968], [-2.53782, -1.51035, -0.08855], [-1.66098, 1.62081, 0.16801], [1.82267, -0.71522, -0.19142], [1.26657, 0.72775, 0.89935], [1.35290, 0.89834, -0.78626]],
  "forces_ev_per_a": [[3.1, 0.8, 0.7], [-1.0, 1.4, -0.2], [-2.8, -1.4, -0.8], [2.1, 2.4, 0.5], [0.6, -1.7, 0.0], [0.3, 1.1, 0.6], [-0.6, -1.5, -0.6], [-1.7, -1.2, -0.3]],
  "mulliken_charge": [-0.740, -0.214, 0.316, -0.210, -0.120, 0.283, 0.347, 0.337]
}

=====

{
  "formula": "C2H3BrOS",
  "method": "wB97M-V/def2-TZVPD",
  "homo_energy_ev": [-8.42, -8.62],
  "fmax_ev_per_a": 4.875,
  "e_lumo_ev": [-1.5026, -1.6283],
  "energy_ha": -3125.23584,
  "total_charge": 0,
  "symbols": ["C", "C", "O", "S", "Br", "H", "H", "H"],
  "coordinates": [[-0.08767, 0.00049, -1.22741], [-0.14106, 0.44032, 1.10998], [0.32550, 0.57395, -0.24886], [1.92195, -0.83537, -2.68048], [-1.31638, -1.41311, -1.10047], [0.18328, 1.43136, 1.68140], [0.33030, -0.57780, 1.50706], [-1.21592, 0.38016, 0.95878]],
  "forces_ev_per_a": [[1.4, -2.0, -4.2], [1.0, -0.3, 1.6], [1.4, 2.2, 2.4], [-1.2, 0.6, 0.7], [-0.8, -0.4, 0.4], [-0.6, -2.5, -1.3], [-1.1, 2.4, -0.5], [-0.1, -0.1, 0.9]],
  "mulliken_charge": [0.068, -0.648, -0.043, -0.178, -0.073, 0.213, 0.300, 0.360]
}

=====

{
  "formula": "C2H3CaO3",
  "method": "wB97M-V/def2-TZVPD",
  "homo_energy_ev": [-5.12, -9.17],
  "fmax_ev_per_a": 1.501,
  "spin_multiplicity": 2,
  "e_lumo_ev": [0.1380, -0.0797],
  "energy_ha": -981.32510,
  "total_charge": 0,
  "symbols": ["O", "C", "Ca", "H", "H", "H", "O", "C", "O"],
  "coordinates": [[-0.28136, 0.15200, -0.92994], [0.28769, -1.10848, -0.97217], [0.10968, 2.12322, -1.07262], [0.79031, -1.32326, -1.93582], [1.04105, -1.25382, -0.17285], [-0.47904, -1.89687, -0.83672], [-1.10746, 1.75251, 1.23353], [-0.46644, 1.04915, 1.91962], [0.10557, 0.50555, 2.76696]],
  "forces_ev_per_a": [[0.4, 0.0, 0.0], [-0.1, -0.7, 0.0], [-0.2, 0.3, -0.1], [-0.1, 0.1, 0.2], [-0.2, 0.0, -0.2], [0.2, 0.2, 0.0], [0.5, -0.5, 0.0], [-0.6, 0.9, 1.1], [0.0, -0.3, -0.9]],
  "mulliken_charge": [-0.670, -0.639, 0.585, 0.221, 0.222, 0.216, -0.392, 0.771, -0.315]
}

=====

{
  "formula": "C2H3Cl",
  "method": "wB97M-V/def2-TZVPD",
  "homo_energy_ev": [-8.03, -9.45],
  "fmax_ev_per_a": 4.754,
  "spin_multiplicity": 3,
  "e_lumo_ev": [-0.1305, -1.6814],
  "energy_ha": -537.90084,
  "total_charge": 0,
  "symbols": ["C", "C", "Cl", "H", "H", "H"],
  "coordinates": [[0.19138, -0.74939, 1.09162], [-0.09256, 0.31542, -0.97387], [-1.69305, 0.51674, -1.25874], [1.35179, -0.72229, 1.49327], [-0.33995, 0.11659, 1.46631], [0.58239, 0.52292, -1.81858]],
  "forces_ev_per_a": [[3.2, 2.7, -2.3], [1.4, -1.5, 1.9], [-1.2, 0.1, 0.0], [-3.0, -0.6, -1.1], [-0.6, -0.4, 0.7], [0.1, -0.4, 0.8]],
  "mulliken_charge": [-0.404, -0.328, -0.084, 0.231, 0.259, 0.326]
}

=====

Computed values of relative energy (zero: lowest compared OMol25 entry of this formula, charge and spin) (unit: kJ/mol) for the preceding records, in sequence: 210.7; 225.9; 137.6; 526.1; 0.0; 330.1.